Record 1
# C44H43IMgN4O4Sb

C44H43IMgN4O4Sb as an isolated structure (wB97M-V/def2-TZVPD, OMol25).

Last column: Löwdin charge in e.
Element x y z (Å)
Mg  1.508  -1.632  -0.542  0.4116
C  4.542  1.125  0.652  -0.0279
C  3.861  1.373  -0.660  -0.2611
N  4.153  2.433  -1.312  0.1067
C  3.541  2.632  -2.556  -0.0990
C  2.737  1.753  -3.177  -0.1865
C  2.259  2.043  -4.569  -0.2248
O  2.926  1.253  -5.562  -0.0698
C  2.374  0.508  -2.517  -0.0988
C  1.575  -0.408  -3.125  -0.1123
N  1.143  -1.593  -2.577  -0.0513
C  0.306  -2.392  -3.285  -0.3948
C  -0.599  -1.949  -4.281  -0.0593
C  -1.476  -2.808  -4.914  -0.1156
C  -1.516  -4.162  -4.597  -0.1256
C  -0.630  -4.643  -3.640  -0.1866
C  0.259  -3.784  -3.023  -0.6277
I  1.659  -4.579  -1.672  1.0042
C  2.831  0.329  -1.066  -0.5153
O  3.293  -0.953  -0.784  -0.2599
H  5.087  2.019  0.950  0.0725
H  3.805  0.865  1.415  0.0727
H  5.231  0.284  0.553  0.0754
H  3.798  3.569  -3.039  0.0986
H  1.175  1.887  -4.643  0.1008
H  2.464  3.084  -4.822  0.1113
H  3.101  0.393  -5.165  0.0711
H  1.265  -0.209  -4.151  0.1045
H  -0.623  -0.894  -4.524  0.0834
H  -2.157  -2.408  -5.656  0.1008
H  -2.207  -4.832  -5.089  0.0880
H  -0.618  -5.696  -3.388  0.0817
O  -3.732  -3.638  3.810  -0.0550
C  -3.955  -3.592  2.413  -0.2068
C  -2.687  -3.209  1.704  -0.1704
C  -2.688  -3.057  0.324  0.0019
C  -1.518  -2.684  -0.308  -0.1285
N  -0.379  -2.469  0.349  0.0822
C  -0.365  -2.635  1.676  -0.1804
C  -1.501  -3.001  2.388  0.0615
C  0.951  -2.411  2.340  -0.1919
C  1.125  -2.389  3.718  0.0342
C  2.393  -2.147  4.228  -0.1724
C  2.648  -2.097  5.715  -0.2071
O  1.528  -1.698  6.479  -0.0573
C  3.439  -1.944  3.339  0.0111
C  3.183  -1.966  1.980  -0.0729
N  1.964  -2.199  1.500  0.0837
H  -4.529  -3.958  4.240  0.0896
H  -4.727  -2.857  2.162  0.1309
H  -4.286  -4.566  2.036  0.1303
H  -3.585  -3.216  -0.262  0.1189
H  -1.485  -2.550  -1.382  0.0819
H  -1.477  -3.125  3.459  0.1125
H  0.295  -2.522  4.396  0.1121
H  3.509  -1.449  5.906  0.1234
H  2.911  -3.098  6.065  0.1306
H  1.320  -0.786  6.246  0.0729
H  4.438  -1.727  3.695  0.1187
H  3.926  -1.737  1.225  0.1085
C  1.552  0.609  -0.242  -0.0136
C  0.991  1.524  0.400  -0.0343
C  0.281  2.441  1.113  -0.1804
C  0.148  2.243  2.562  -0.1780
C  0.146  3.289  3.496  -0.0501
C  -0.021  3.053  4.852  -0.1039
C  -0.210  1.763  5.333  -0.1233
C  -0.200  0.712  4.423  -0.1125
C  -0.008  0.945  3.073  -0.0211
C  -0.406  3.513  0.389  -0.1870
C  -1.457  4.266  0.941  -0.0696
C  -2.119  5.237  0.206  -0.1228
C  -1.765  5.501  -1.110  -0.1303
C  -0.722  4.773  -1.673  -0.1082
C  -0.053  3.806  -0.943  -0.0394
H  0.294  4.304  3.149  0.1124
H  -0.005  3.889  5.542  0.0936
H  -0.375  1.584  6.389  0.0881
H  -0.404  -0.302  4.752  0.0834
H  -0.014  0.119  2.370  0.0970
H  -1.785  4.063  1.952  0.1005
H  -2.934  5.784  0.668  0.0929
H  -2.284  6.260  -1.682  0.0854
H  -0.418  4.967  -2.695  0.0965
H  0.772  3.267  -1.395  0.1015
C  -2.114  1.712  -3.682  -0.3367
Sb  -2.111  0.485  -1.912  1.3194
C  -3.360  1.806  -0.757  -0.3321
C  -3.816  -0.692  -2.566  -0.3483
H  -2.994  2.357  -3.682  0.0025
H  -2.130  1.078  -4.569  -0.0108
H  -1.217  2.328  -3.700  -0.0242
H  -4.379  1.775  -1.145  -0.0032
H  -2.972  2.821  -0.829  -0.0227
H  -3.355  1.513  0.293  -0.0035
H  -4.543  -0.046  -3.060  -0.0029
H  -4.289  -1.144  -1.691  -0.0197
H  -3.507  -1.484  -3.248  -0.0236

Properties
Energy above the lowest of the compared OMol25 structures with the same formula, charge and spin in kJ/mol: 0.0
Maximum force in eV Å⁻¹: 0.4
HOMO energy in Ha: -0.1190
Total charge: -1
Energy in eV: -80560.9962
LUMO in eV: 1.580



Record 2
# C44H44BF5N6O4PdSe

C44H44BF5N6O4PdSe as an isolated structure at a distorted geometry (wB97M-V/def2-TZVPD, OMol25).

Last column: Löwdin charge in e.
Element x y z (Å)
Pd  1.397  1.031  -0.375  1.2858
B  2.855  3.309  1.947  -0.3872
N  3.586  1.969  1.552  -0.0437
C  4.761  1.609  2.071  -0.0760
C  5.172  0.417  1.496  -0.0433
C  4.155  0.109  0.602  -0.1896
N  3.210  1.049  0.649  -0.0770
N  1.975  3.856  0.788  -0.0484
C  1.744  5.157  0.561  -0.0706
C  0.772  5.280  -0.416  -0.0329
C  0.457  3.967  -0.757  -0.1135
N  1.175  3.135  -0.010  0.0034
H  2.208  3.111  2.944  0.0670
H  3.717  4.127  2.141  0.0789
H  5.234  2.242  2.802  0.1261
H  6.081  -0.125  1.683  0.0943
H  4.072  -0.697  -0.107  0.0887
H  2.282  5.900  1.123  0.1295
H  0.364  6.185  -0.828  0.1029
H  -0.213  3.564  -1.496  0.1072
C  -2.313  -3.857  0.600  0.0185
C  -2.773  -2.493  0.118  -0.5632
C  -4.257  -2.462  -0.199  0.0238
O  -2.441  -1.582  1.145  -0.0133
C  -1.913  -0.394  0.559  -0.1325
C  -1.249  -0.945  -0.695  -0.2164
O  -2.075  -2.048  -1.046  -0.0266
C  -1.083  0.055  -1.855  -0.3710
O  -0.327  1.138  -1.384  -0.2280
C  -2.463  0.588  -2.267  -0.1441
C  -2.781  1.925  -2.072  -0.0291
C  -4.031  2.421  -2.423  -0.0718
C  -4.983  1.583  -2.982  -0.0907
C  -4.669  0.247  -3.196  -0.0759
C  -3.421  -0.244  -2.845  -0.0484
C  -0.377  -0.603  -3.054  -0.1147
C  0.754  -1.388  -2.855  -0.0778
C  1.490  -1.887  -3.919  -0.0892
C  1.106  -1.609  -5.221  -0.0849
C  -0.008  -0.812  -5.438  -0.0677
C  -0.737  -0.315  -4.368  -0.0140
C  -1.019  0.356  1.594  -0.3721
O  0.341  0.174  1.297  -0.4722
C  -1.290  -0.142  3.023  -0.1363
C  -2.586  -0.125  3.535  -0.0220
C  -2.835  -0.477  4.849  -0.0776
C  -1.788  -0.845  5.686  -0.1003
C  -0.496  -0.848  5.190  -0.0801
C  -0.249  -0.495  3.867  -0.0442
C  -1.301  1.871  1.656  -0.1291
C  -2.440  2.506  1.178  -0.0379
C  -2.618  3.873  1.358  -0.0773
C  -1.668  4.625  2.029  -0.0898
C  -0.541  3.994  2.536  -0.0821
C  -0.372  2.633  2.358  -0.0505
H  -2.773  -4.049  1.569  0.0983
H  -1.233  -3.862  0.745  0.0657
H  -2.608  -4.646  -0.094  0.0906
H  -4.834  -2.749  0.681  0.0929
H  -4.483  -3.152  -1.012  0.0929
H  -4.545  -1.457  -0.507  0.0836
H  -2.748  0.235  0.247  0.1370
H  -0.259  -1.326  -0.427  0.0239
H  -2.044  2.573  -1.623  0.0868
H  -4.257  3.467  -2.256  0.1024
H  -5.957  1.966  -3.257  0.0987
H  -5.398  -0.416  -3.645  0.1031
H  -3.187  -1.283  -3.032  0.1218
H  1.113  -1.574  -1.848  0.0677
H  2.385  -2.467  -3.728  0.1067
H  1.680  -1.990  -6.055  0.1004
H  -0.310  -0.567  -6.448  0.1033
H  -1.589  0.321  -4.562  0.1167
H  -3.411  0.170  2.899  0.1227
H  -3.850  -0.458  5.225  0.0995
H  -1.980  -1.111  6.717  0.0956
H  0.333  -1.114  5.834  0.0983
H  0.767  -0.475  3.500  0.0758
H  -3.214  1.973  0.646  0.0988
H  -3.509  4.346  0.963  0.1008
H  -1.807  5.690  2.161  0.1015
H  0.216  4.557  3.068  0.1063
H  0.506  2.148  2.761  0.0911
F  1.723  1.552  -3.130  0.0988
C  2.489  1.399  -2.034  -0.4013
F  3.241  0.259  -2.203  0.0443
C  3.504  2.575  -2.142  -0.5801
F  4.332  2.691  -1.108  0.1687
F  4.259  2.374  -3.237  0.1575
F  2.868  3.734  -2.303  0.1646
C  3.931  -3.752  2.101  -0.0358
N  3.078  -4.254  1.034  -0.1313
C  3.292  -5.440  0.365  -0.0375
C  2.327  -5.544  -0.568  -0.0363
N  1.533  -4.417  -0.463  -0.0902
C  0.391  -4.205  -1.352  -0.0014
C  2.004  -3.619  0.507  -0.5789
Se  1.476  -1.927  1.153  1.0131
H  4.477  -4.595  2.515  0.0917
H  3.321  -3.302  2.881  0.0703
H  4.628  -3.008  1.718  0.0892
H  4.100  -6.101  0.623  0.1240
H  2.116  -6.311  -1.291  0.1277
H  -0.293  -5.043  -1.242  0.1012
H  0.745  -4.135  -2.378  0.0940
H  -0.134  -3.291  -1.098  0.0515

Properties
Maximum force in eV Å⁻¹: 1.7
HOMO energy (alpha / beta) in Ha: -0.2826 / -0.2787
Energy in eV: -146560.1474
LUMO (alpha / beta) in eV: -3.032 / -2.938



Record 3
# C44H44BiF5N7O2PS5

C44H44BiF5N7O2PS5 as an isolated structure at a distorted geometry (wB97M-V/def2-TZVPD, OMol25).

Last column: natural (NBO) charge in e.
Element x y z (Å)
Bi  -0.219  0.330  -0.253  1.6760
S  0.873  -2.843  0.564  -0.0452
C  0.934  -2.719  2.223  0.0447
N  1.954  -3.259  2.935  -0.3941
C  2.061  -2.921  4.331  -0.2352
C  0.693  -3.095  4.968  -0.2079
N  -0.263  -2.268  4.278  -0.3799
C  -1.331  -1.689  5.069  -0.2467
C  -0.902  -0.417  5.758  -0.0393
C  -0.337  -0.447  7.027  -0.2190
C  0.075  0.721  7.642  -0.2181
C  -0.107  1.938  7.011  -0.2316
C  -0.699  1.981  5.760  -0.1209
C  -1.080  0.810  5.131  -0.2067
C  -0.164  -2.101  2.940  0.1007
S  -1.359  -1.280  2.103  -0.1043
C  3.116  -3.862  2.316  -0.2567
C  4.273  -2.903  2.167  0.0373
C  5.111  -2.605  3.234  -0.2398
C  6.163  -1.719  3.079  -0.2122
C  6.398  -1.126  1.851  -0.2178
C  5.569  -1.419  0.783  -0.1953
C  4.516  -2.302  0.942  -0.2207
H  2.394  -1.882  4.446  0.2394
H  2.782  -3.592  4.804  0.2068
H  0.736  -2.798  6.017  0.2188
H  0.387  -4.153  4.909  0.1913
H  -1.644  -2.435  5.810  0.1983
H  -2.163  -1.477  4.395  0.2596
H  -0.219  -1.387  7.552  0.1932
H  0.525  0.685  8.625  0.2035
H  0.217  2.848  7.499  0.2049
H  -0.873  2.926  5.270  0.2051
H  -1.518  0.854  4.145  0.2477
H  2.806  -4.221  1.333  0.2517
H  3.412  -4.715  2.941  0.1956
H  4.950  -3.068  4.197  0.1972
H  6.803  -1.495  3.922  0.2061
H  7.226  -0.440  1.731  0.2073
H  5.732  -0.956  -0.179  0.2221
H  3.863  -2.510  0.111  0.2445
N  -5.182  7.277  -6.237  -0.3631
C  -4.692  6.496  -5.548  0.3005
C  -4.072  5.554  -4.712  -0.2376
C  -4.506  5.366  -3.393  -0.1478
C  -3.871  4.458  -2.578  -0.2232
C  -2.779  3.707  -3.036  -0.0123
C  -2.357  3.903  -4.360  -0.1464
C  -2.990  4.800  -5.186  -0.1817
C  -2.068  2.770  -2.170  -0.0225
C  -0.662  2.930  -2.119  0.0748
C  0.056  4.035  -2.614  -0.2957
C  1.393  3.839  -2.295  -0.3245
C  1.461  2.635  -1.619  -0.1089
N  0.231  2.085  -1.511  -0.7222
C  -2.817  1.844  -1.422  0.1441
C  -4.222  1.703  -1.431  -0.3032
C  -4.545  0.721  -0.512  -0.3114
C  -3.348  0.262  0.010  -0.0461
N  -2.310  0.918  -0.537  -0.7539
H  -5.334  5.952  -3.020  0.2139
H  -4.186  4.346  -1.552  0.2305
H  -1.531  3.317  -4.734  0.2192
H  -2.663  4.935  -6.208  0.2142
H  -0.365  4.889  -3.108  0.2123
H  2.216  4.495  -2.514  0.2072
H  2.314  2.161  -1.175  0.2320
H  -4.903  2.236  -2.062  0.2128
H  -5.525  0.368  -0.257  0.2067
H  -3.191  -0.511  0.732  0.2045
C  1.456  5.137  4.785  -0.6188
C  0.994  4.343  3.577  -0.0690
O  1.429  2.999  3.734  -0.8523
P  1.335  1.974  2.485  1.6717
S  1.962  0.250  3.164  -0.6855
S  -0.476  2.306  1.647  -0.6424
O  2.362  2.592  1.386  -0.8363
C  3.754  2.329  1.478  -0.0710
C  4.406  3.139  2.586  -0.6395
H  1.144  6.173  4.675  0.2063
H  2.539  5.094  4.870  0.2084
H  1.021  4.725  5.691  0.2034
H  1.412  4.756  2.652  0.1885
H  -0.099  4.357  3.493  0.1896
H  4.164  2.598  0.500  0.1835
H  3.911  1.257  1.651  0.2073
H  4.168  4.194  2.463  0.2018
H  5.486  3.009  2.554  0.2039
H  4.034  2.802  3.551  0.2244
C  3.069  -2.980  -2.754  -0.4081
N  2.810  -1.708  -3.365  -0.3623
C  2.566  -1.470  -4.695  -0.0850
C  2.220  -0.171  -4.830  -0.0537
N  2.270  0.391  -3.581  -0.5362
C  2.602  -0.560  -2.675  0.2742
S  2.770  -0.334  -1.035  -0.2863
H  2.772  -3.778  -3.431  0.2097
H  2.477  -3.050  -1.839  0.2516
H  4.129  -3.084  -2.506  0.2019
H  2.660  -2.241  -5.433  0.2190
H  1.928  0.391  -5.692  0.2256
H  1.965  1.316  -3.301  0.4609
F  -0.613  -0.059  -3.539  -0.3812
C  -0.774  -0.891  -2.434  0.2329
F  0.167  -1.888  -2.638  -0.3885
C  -2.125  -1.583  -2.609  0.8972
F  -2.522  -2.208  -1.492  -0.3206
F  -2.128  -2.540  -3.571  -0.3422
F  -3.101  -0.734  -2.953  -0.3158

Properties
Maximum force in eV Å⁻¹: 2.9
HOMO energy (alpha / beta) in Ha: -0.1053 / -0.1730
Total charge: -1
Expectation value of S²: 0.78
Energy in eV: -143765.5688
LUMO (alpha / beta) in eV: 1.227 / 1.226
Multiplicity: 2



Record 4
# C44H45AsF7N3OPdS

C44H45AsF7N3OPdS as an isolated structure (wB97M-V/def2-TZVPD, OMol25).

Last column: Löwdin charge in e.
Element x y z (Å)
Pd  1.311  0.344  -0.461  0.0768
C  3.061  -0.415  1.968  -0.0710
C  2.163  -0.892  3.101  -0.3681
C  1.482  -2.215  2.741  -0.0786
C  1.162  0.172  3.537  -0.1340
C  1.354  0.729  4.795  -0.0666
C  0.483  1.659  5.347  -0.1156
C  -0.618  2.041  4.603  -0.0731
C  -0.853  1.524  3.335  -0.1448
C  -2.039  2.061  2.547  -0.3643
C  -3.358  1.930  3.313  -0.0738
C  -1.804  3.514  2.127  -0.0634
C  0.034  0.572  2.761  -0.2132
N  -0.209  0.074  1.492  0.0519
C  -1.370  -0.587  1.300  -0.2998
C  -1.971  -1.416  2.389  -0.0034
C  -2.963  -2.283  2.196  -0.0717
C  -3.523  -2.547  0.829  -0.1864
C  -3.128  -1.526  -0.269  -0.1437
C  -2.071  -0.594  0.147  -0.2233
F  -1.692  0.240  -0.887  0.0067
H  3.737  -1.204  1.625  0.0754
H  3.647  0.451  2.262  0.0615
H  2.427  -0.104  1.128  -0.0012
H  2.799  -1.077  3.976  0.1128
H  0.900  -2.083  1.829  0.0384
H  0.808  -2.553  3.533  0.0757
H  2.237  -2.992  2.572  0.0688
H  2.218  0.405  5.369  0.0970
H  0.663  2.071  6.333  0.0803
H  -1.304  2.780  5.009  0.0964
H  -2.136  1.478  1.634  0.1028
H  -3.391  2.604  4.174  0.0623
H  -3.499  0.910  3.674  0.0709
H  -4.201  2.181  2.663  0.0691
H  -1.631  4.151  2.999  0.0759
H  -2.672  3.905  1.584  0.0647
H  -0.932  3.587  1.480  0.0540
H  -1.522  -1.308  3.370  0.1129
H  -3.330  -2.887  3.020  0.0934
H  -4.605  -2.697  0.881  0.1279
H  -3.967  -0.981  -0.723  0.1340
C  3.724  -5.943  -2.847  -0.1271
C  3.264  -5.091  -3.841  -0.1122
C  2.558  -3.940  -3.510  -0.1053
C  2.296  -3.617  -2.181  -0.3410
C  2.780  -4.473  -1.193  -0.1295
C  3.477  -5.628  -1.517  -0.1102
As  1.407  -1.918  -1.586  1.3154
C  0.380  -1.594  -3.221  -0.3334
C  0.805  -1.051  -4.420  -0.1529
C  -0.098  -0.863  -5.464  -0.1165
C  -1.439  -1.179  -5.284  -0.1224
C  -1.885  -1.683  -4.067  -0.0460
C  -0.977  -1.909  -3.034  -0.1942
C  -1.289  -2.516  -1.738  -0.1903
C  -2.661  -2.703  -1.207  -0.1354
C  -2.834  -3.694  -0.007  -0.1781
C  -1.542  -4.173  0.573  -0.0641
C  -0.363  -3.681  0.194  -0.0864
C  -0.226  -2.791  -0.962  -0.2853
H  4.280  -6.837  -3.105  0.0852
H  3.450  -5.324  -4.884  0.0897
H  2.194  -3.298  -4.303  0.0816
H  2.620  -4.230  -0.147  0.0835
H  3.836  -6.279  -0.728  0.0914
H  1.836  -0.741  -4.538  0.0980
H  0.240  -0.442  -6.402  0.0925
H  -2.147  -1.016  -6.090  0.0888
H  -2.936  -1.909  -3.926  0.0977
H  -3.403  -2.870  -1.993  0.1275
H  -3.495  -4.545  -0.198  0.1246
H  -1.590  -4.912  1.367  0.1028
H  0.534  -4.015  0.700  0.0781
S  1.245  1.876  -2.632  0.6818
C  -0.341  2.394  -2.607  -0.8258
N  -1.311  1.825  -3.370  0.0236
C  -2.731  2.005  -3.127  -0.1984
C  -2.976  3.431  -2.664  -0.1730
C  -2.090  3.689  -1.455  -0.1931
N  -0.711  3.451  -1.836  0.0173
H  -1.019  0.957  -3.794  0.0783
H  -3.079  1.308  -2.361  0.1008
H  -3.271  1.787  -4.052  0.1111
H  -4.028  3.579  -2.415  0.1069
H  -2.700  4.127  -3.462  0.1142
H  -2.391  3.028  -0.631  0.1051
H  -2.181  4.720  -1.107  0.1167
H  0.022  3.749  -1.208  0.0845
C  1.753  3.406  1.256  -0.0161
C  3.123  3.374  0.537  -0.5707
O  3.385  2.262  -0.108  -0.1767
C  3.163  4.630  -0.421  -0.5303
F  3.402  5.825  0.200  0.0912
F  1.968  4.811  -1.050  0.0767
F  4.080  4.525  -1.387  0.1334
C  4.209  3.671  1.641  -0.5362
F  4.443  2.582  2.390  0.1189
F  3.879  4.655  2.530  0.0895
F  5.405  4.037  1.120  0.1133
H  1.042  2.910  0.591  0.0481
H  1.413  4.415  1.507  0.0837
H  1.809  2.813  2.172  0.0852

Properties
Energy above the lowest of the compared OMol25 structures with the same formula, charge and spin in kJ/mol: 340.0
Maximum force in eV Å⁻¹: 0.9
HOMO energy in Ha: -0.0247
Total charge: -2
Energy in eV: -147052.4830
LUMO in eV: 4.265